Density functional theory data (ωB97M-V/def2-TZVPD) for a single C4H6N2S2 molecule at a distorted geometry.

```
! RIJCOSX wB97M-V def2-TZVPD def2/J DEFGRID3
* xyz 0 1
C -1.5212 0.5154 -0.0284
C -0.1674 0.1864 0.6292
C 0.5698 -0.9431 -0.1227
C 1.5970 -0.1492 -0.8061
H -1.9043 -1.7137 0.4195
H -0.2893 -0.0365 1.6902
H 1.1752 -1.5411 0.6038
H 0.0662 -1.6576 -0.7946
H 2.3669 -0.5317 -1.4828
H 0.3191 2.2259 0.3949
N 1.6242 1.0896 -0.4731
N 0.7680 1.3195 0.5787
S -2.5948 -0.8152 -0.2354
S -2.0094 2.0515 -0.3733
*
```

Results
Kohn-Sham gap	8.290	eV
SMILES	S=C(S)[C@H]1CC=NN1
E_LUMO	-0.57	eV
energy relative to the best compared isomer or geometry (same formula, charge and spin)	2.023	eV

---

Density functional theory data (ωB97M-V/def2-TZVPD) for a single C4H6N2S2 molecule at a distorted geometry.

```
! RIJCOSX wB97M-V def2-TZVPD def2/J DEFGRID3
* xyz 0 1
C -1.8602 1.3729 -0.0952
C -1.0965 2.4345 0.0728
C -0.1691 -0.3419 -0.2130
C 2.0098 -0.6511 -0.0930
H -2.8274 -1.0324 1.3680
H -2.9789 1.3907 -0.4617
H -1.6378 3.3768 0.0096
H -0.1259 2.2426 0.3182
H -0.0781 -1.4179 -0.4630
H 1.7257 -1.6773 -0.7833
N -1.4026 0.1063 -0.1364
N 1.0135 0.2346 0.0204
S -2.6087 -1.2860 0.0736
S 3.5676 -0.0987 0.1011
*
```

Results
Kohn-Sham gap	7.565	eV
SMILES	C=CN(S)/C=N/C=S
E_LUMO	-0.65	eV
energy relative to the best compared isomer or geometry (same formula, charge and spin)	3.911	eV

---

Density functional theory data (ωB97M-V/def2-TZVPD) for a gas-phase ion, C4H6N3 (charge +1) at a distorted geometry.

```
! RIJCOSX wB97M-V def2-TZVPD def2/J DEFGRID3
* xyz 1 1
C 0.8542 0.1732 0.0250
C -0.4387 0.6907 0.1618
C 2.1691 0.8720 0.1436
C -2.9022 0.1828 0.1351
N 0.7782 -1.0808 -0.2651
N 0.2224 -2.0821 -0.1291
N -1.6157 0.3737 -0.0421
H 2.9280 0.3543 -0.4703
H 2.5381 1.2195 1.1357
H 2.0369 1.9335 -0.1546
H -3.2157 -0.5763 0.6637
H 0.2320 -2.8745 -0.8795
H -3.5867 0.8139 -0.3242
*
```

Results
Kohn-Sham gap (alpha / beta)	7.206 / 7.443	eV
SMILES	[H]/N=N/C(C)=C=[N+]=C
E_LUMO (alpha / beta)	-5.99 / -5.88	eV
energy relative to the best compared isomer or geometry (same formula, charge and spin)	5.854	eV

---

Density functional theory data (ωB97M-V/def2-TZVPD) for a gas-phase ion, C4H6N3 (charge +1) at a distorted geometry.

```
! RIJCOSX wB97M-V def2-TZVPD def2/J DEFGRID3
* xyz 1 1
C 0.1818 1.4644 0.0007
C -0.4693 -0.6201 0.2740
C -0.9486 0.7369 0.2750
C 1.3016 -0.4349 -0.7554
N 1.2919 0.8809 -0.4447
N -0.2343 -1.4112 1.1829
N 0.1602 -1.0780 -1.0119
H 0.2264 2.5678 -0.0082
H -1.5750 1.1779 1.0781
H -1.6334 0.9838 -0.5067
H 2.2458 -1.0113 -0.9942
H -0.6879 -1.2352 2.1887
H 0.1408 -2.0209 -1.2785
*
```

Results
Kohn-Sham gap	9.422	eV
SMILES	[H]/N=C1\CC=NC=[NH+]1
E_LUMO	-6.12	eV
energy relative to the best compared isomer or geometry (same formula, charge and spin)	3.046	eV

---

Density functional theory data (ωB97M-V/def2-TZVPD) for a gas-phase ion, C4H6N3 (charge +1) at a distorted geometry.

```
! RIJCOSX wB97M-V def2-TZVPD def2/J DEFGRID3
* xyz 1 1
C 1.1177 -1.1686 0.1338
C -2.0223 0.4292 -0.3095
C 3.9775 0.7532 -0.1227
C -0.7913 0.2971 0.1010
N 1.9509 -0.2273 0.1720
N 3.1138 -0.0229 -0.0340
N -0.1898 -0.9160 0.1277
H 1.4624 -2.1789 0.1482
H -2.5970 1.2969 -0.1959
H -2.7362 -0.2742 -0.4603
H 4.8092 1.2544 -0.5405
H -0.2411 1.1925 0.2854
H -0.8691 -1.5563 -0.2874
*
```

Results
Kohn-Sham gap	8.261	eV
SMILES	C#[N+]/N=C/NC=C
E_LUMO	-4.98	eV
energy relative to the best compared isomer or geometry (same formula, charge and spin)	4.651	eV

---

Density functional theory data (ωB97M-V/def2-TZVPD) for a molecular structure, C4H6N3O3P at a distorted geometry.

```
! RIJCOSX wB97M-V def2-TZVPD def2/J DEFGRID3
* xyz -2 1
C 4.0321 0.3381 -0.0219
C 2.4863 -0.7611 0.5558
C -0.7125 -0.6858 -1.0794
C -1.4252 -1.1094 -0.0834
N 2.8264 0.5662 0.4586
N 4.4183 -0.8878 -0.2202
N 3.3632 -1.6448 0.2338
O -3.8544 -0.7903 -1.5352
O -3.9921 -2.1720 0.6961
O -3.4646 0.4094 0.6440
P -3.3339 -1.1343 -0.1662
H 4.7999 1.0891 -0.1135
H 0.3041 -0.4358 -0.9594
H -1.1849 -0.2674 -1.9935
H 1.4096 -0.9447 0.8978
H -1.0149 -1.5291 0.8158
H -2.9060 0.4484 1.4535
*
```

Results
Kohn-Sham gap	8.424	eV
E_LUMO	6.26	eV
energy relative to the best compared isomer or geometry (same formula, charge and spin)	0.000	eV

---

Density functional theory data (ωB97M-V/def2-TZVPD) for a single C4H6N4 molecule at a distorted geometry.

```
! RIJCOSX wB97M-V def2-TZVPD def2/J DEFGRID3
* xyz 0 1
C 2.0770 -0.7032 -0.0086
C 0.1536 1.2721 -0.0123
C -1.5197 -0.4127 -0.2198
C -0.2686 -1.2301 0.2257
N 3.2134 -0.5390 0.2730
N 0.8093 2.3153 0.0572
N -1.1327 0.9827 0.0770
N 0.8744 -0.6333 -0.4424
H -1.5671 -0.7046 -1.2696
H -2.3998 -0.8458 0.4152
H -0.1705 -1.1320 1.2974
H -0.1034 -2.2463 -0.0601
H 1.7221 2.1626 -0.2327
H -1.6881 1.7144 -0.1001
*
```

Results
Kohn-Sham gap	8.925	eV
E_LUMO	-0.14	eV
energy relative to the best compared isomer or geometry (same formula, charge and spin)	3.585	eV

---

Density functional theory data (ωB97M-V/def2-TZVPD) for a single C4H6N4 molecule at a distorted geometry.

```
! RIJCOSX wB97M-V def2-TZVPD def2/J DEFGRID3
* xyz 0 1
C 0.6127 0.4522 -1.4811
C 1.4284 -0.4564 -0.8603
C 1.1757 -1.0073 0.4373
C -1.4959 0.3917 0.9788
H -0.7371 2.1334 -1.4651
H 0.7868 0.8029 -2.5443
H 2.4183 -0.5514 -1.3734
H 2.1445 -1.6198 0.7629
H -1.5407 -1.3208 2.1153
H -2.2771 0.8145 1.7056
N -0.5759 1.1164 -1.0472
N 0.2292 -1.3578 1.2964
N -0.9131 -0.7011 1.4411
N -1.2560 1.3033 0.0340
*
```

Results
Kohn-Sham gap	8.941	eV
SMILES	c1cn[nH]cn[nH]c1
E_LUMO	0.78	eV
energy relative to the best compared isomer or geometry (same formula, charge and spin)	4.782	eV

---

Density functional theory data (ωB97M-V/def2-TZVPD) for a single C4H6N4 molecule at a distorted geometry.

```
! RIJCOSX wB97M-V def2-TZVPD def2/J DEFGRID3
* xyz 0 1
C -1.5879 0.3770 -0.2149
C 0.9917 -1.3510 -0.1214
C 1.8438 0.6807 -0.2001
C 0.7282 1.2176 0.2648
H -3.2091 -0.0101 -0.9147
H -1.6430 1.4484 -0.6149
H -0.8017 -1.4525 1.0514
H 1.0458 -2.3776 -0.3799
H 2.8378 1.1520 -0.0350
H 0.5529 2.1797 0.8132
N -2.5065 -0.4261 -0.3405
N -0.2999 0.2180 0.4027
N 0.0843 -0.9970 0.9395
N 1.9637 -0.6589 -0.6502
*
```

Results
Kohn-Sham gap	9.298	eV
SMILES	[H]/N=C/N1C=CN=CN1
E_LUMO	0.82	eV
energy relative to the best compared isomer or geometry (same formula, charge and spin)	3.712	eV

---

Density functional theory data (ωB97M-V/def2-TZVPD) for a single C4H6N4 molecule at a distorted geometry.

```
! RIJCOSX wB97M-V def2-TZVPD def2/J DEFGRID3
* xyz 0 1
C 1.0431 -0.0003 -1.1212
C 0.4268 -1.3890 -0.7733
C -0.1451 -0.7805 0.4672
C 0.3530 0.4992 0.2215
H -0.2346 0.6413 -2.3158
H 1.1922 1.4648 -2.4097
H 2.0499 -0.0258 -0.9009
H 1.1303 -2.2469 -0.5848
H -0.3448 -1.8366 -1.3547
H -1.4123 -1.4054 1.9848
N 0.7748 0.5222 -2.4223
N -1.0550 -0.6835 1.4311
N -1.1002 0.6532 1.8052
N -0.3978 1.4270 1.0168
*
```

Results
Kohn-Sham gap	9.783	eV
SMILES	N[C@@H]1Cc2[nH]nnc21
E_LUMO	0.76	eV
energy relative to the best compared isomer or geometry (same formula, charge and spin)	3.941	eV

---

Density functional theory data (ωB97M-V/def2-TZVPD) for 2 unconnected molecules or ions with the total composition C4H6N4 at a distorted geometry.

```
! RIJCOSX wB97M-V def2-TZVPD def2/J DEFGRID3
* xyz 0 1
C 0.5874 -0.2063 -1.5585
C 1.3090 -1.0368 -0.6797
C 1.1924 -1.0108 0.8082
C -1.5933 0.9039 0.2672
H 0.5940 1.1995 -0.2028
H -0.1812 -0.4626 -2.4686
H 1.8658 -2.0549 -1.1273
H 1.8448 -1.5299 1.4280
H -1.1420 1.2665 2.3546
H -2.6369 0.9110 0.4168
N 0.0454 1.1642 -1.2062
N 0.3464 -0.5293 1.6046
N -0.9162 0.1457 1.3021
N -1.3154 1.2400 -0.9383
*
```

Results
Kohn-Sham gap	8.377	eV
E_LUMO	-0.58	eV
energy relative to the best compared isomer or geometry (same formula, charge and spin)	9.170	eV

---

Density functional theory data (ωB97M-V/def2-TZVPD) for a gas-phase ion, C4H6N4 (charge +2) at a distorted geometry.

```
! RIJCOSX wB97M-V def2-TZVPD def2/J DEFGRID3
* xyz 2 1
C 2.3332 -0.7888 -0.4231
C 0.5591 0.6250 0.5763
C -0.3894 -0.7680 -0.6937
C 1.1633 -0.7305 0.3579
N 3.2130 -0.9006 -1.1644
N -0.5890 0.4845 -0.1826
N 1.0171 1.6189 1.2405
N -1.0936 -1.5679 -1.4040
H 1.1111 -1.5572 1.1687
H -1.2611 1.2749 -0.1930
H 2.0543 1.4345 1.5441
H 0.4857 2.5053 1.1474
H -0.8053 -2.4502 -1.8153
H -1.7846 -1.1722 -1.9224
*
```

Results
Kohn-Sham gap	10.486	eV
SMILES	N#CC1C(=[NH2+])NC1=[NH2+]
E_LUMO	-9.99	eV
energy relative to the best compared isomer or geometry (same formula, charge and spin)	1.201	eV

---

- Which formula does entry 6 have?
  C4H6N3O3P

---

- Which value of energy relative to the best compared isomer or geometry (same formula, charge and spin) does entry 10 give?
  3.941 eV

---

- The highest energy relative to the best compared isomer or geometry (same formula, charge and spin) belongs to which entry?
  number 11